(1)
Here is a molecular structure, C11H23N3O3 from OMol25. Energies are from wB97M-V/def2-TZVPD.

```
40
Properties=species:S:1:pos:R:3:forces:R:3
C 0.6734 -0.6429 -0.1726 0.403 -2.394 1.223
C -0.6464 0.1281 0.0451 1.879 2.238 0.832
C 1.9520 0.1886 -0.1736 1.803 0.434 -0.599
C 3.1946 -0.7186 0.1314 0.000 -2.243 -0.644
C 4.7063 -0.1363 0.6956 0.687 -6.177 3.187
C 5.1822 0.8886 -0.2977 1.282 -2.291 -3.216
C -2.9559 0.0334 -0.6131 -3.489 3.366 2.158
C -3.3685 1.6819 -0.5854 0.523 -1.130 -1.682
C -3.9352 -0.6952 0.4372 0.217 -2.179 -3.928
C -5.4132 -0.6361 -0.2597 0.206 -5.081 0.764
C -3.9895 -0.2290 1.8168 -1.544 3.031 3.463
H 0.8711 -1.1437 -2.1116 1.228 0.635 -1.989
H 1.6887 -2.3143 -0.8427 -4.006 2.241 -3.127
H 0.7745 -1.3175 0.8206 -0.483 1.505 -2.025
H 1.9678 0.8364 0.6533 -0.673 1.221 1.123
H 2.1606 0.8695 -1.0801 -0.704 -1.282 1.011
H 2.7606 -1.6436 0.6740 1.003 1.773 0.839
H 3.2583 -1.4050 -0.7938 1.423 1.688 0.527
H 5.3484 -1.2834 0.6622 -1.475 3.409 -0.418
H 4.9211 -0.0878 1.9652 -1.440 0.856 -3.644
H 5.2903 0.1264 -1.2055 -0.754 2.208 1.123
H 4.2903 1.4949 -0.3352 0.058 1.043 -0.894
H 6.4717 2.1684 0.6447 0.343 -1.175 -1.751
H 7.1521 1.9653 -0.8592 -1.107 -0.578 -0.919
H -1.3053 -1.2950 -1.0750 -1.221 2.784 -0.085
H -3.4143 -0.1914 -1.5111 -0.941 -0.292 -1.781
H -3.5431 -1.7874 0.2744 -0.816 1.495 0.950
H -5.3755 -0.8215 -1.3229 0.325 0.108 -0.318
H -6.3302 -1.4087 0.0642 2.913 1.522 -0.105
H -5.8342 0.2559 -0.0896 -1.276 3.567 0.494
H -5.0712 0.6842 1.9360 3.826 -2.232 -0.458
H -2.7771 0.3768 2.2428 -4.230 -2.314 -0.937
H -4.5561 -1.0642 2.4238 2.026 1.578 -0.437
H -2.1211 1.9212 0.6146 -0.341 2.900 -0.147
N 0.6835 -1.6992 -1.3345 2.241 -1.705 6.228
N 6.4865 1.5462 -0.2265 -0.640 1.202 4.770
N -1.6189 -0.2331 -0.8379 3.722 -3.703 1.950
O -0.6252 1.0738 0.9075 -1.264 -2.573 -2.395
O -4.1843 1.8633 -1.4438 -0.544 1.241 0.413
O -2.7689 2.6510 0.1623 0.841 -4.694 0.441
```
Positions in Å, forces in eV/Å.

Results
HOMO = -9.27 eV
Energy above the lowest of the compared OMol25 structures with the same formula, charge and spin = 972.5 kJ/mol

=====

(2)
Here is a molecular structure, C19H30NO2P2Tl from OMol25. Energies are from wB97M-V/def2-TZVPD.

```
55
Properties=species:S:1:pos:R:3:forces:R:3
C -2.3865 2.9232 -1.9504 0.492 0.528 0.133
C -1.9261 2.0995 -0.9116 0.740 0.874 -1.406
N -0.6151 1.8211 -0.8377 0.071 -0.757 -0.389
C 0.2832 2.3341 -1.6915 -1.050 0.620 -0.092
C -0.1135 3.2764 -2.6414 0.234 -0.244 -0.413
C -1.4687 3.5754 -2.7924 -0.178 -0.372 0.199
C -2.8135 1.6877 0.2131 -0.468 -0.413 0.910
P -2.1030 0.5150 1.4940 -0.830 0.274 -0.108
Tl 0.3878 1.6543 1.7173 1.223 1.062 -0.068
P 2.3845 0.4340 -1.1433 -0.507 -0.313 0.792
C 1.7742 2.0748 -1.5565 0.264 0.413 -0.006
O -4.9197 -0.9924 -3.7809 -0.382 0.510 -0.249
O -0.5044 -0.4787 -4.2371 -0.179 2.428 1.961
H -3.4415 3.1382 -2.0000 -0.166 0.062 -0.183
H 0.6656 3.7017 -3.2849 -0.529 0.046 0.174
H -1.7956 4.3046 -3.5539 0.134 -0.563 0.522
C -3.2624 1.1292 2.7768 -0.296 0.026 0.386
C -2.7650 -1.1362 1.0591 0.101 -0.248 0.001
H 2.2559 2.2898 -2.5251 -0.160 -0.005 0.199
H 2.2155 2.7877 -0.8338 -0.266 -0.349 -0.055
H -3.8170 1.2968 -0.0027 0.339 -0.246 -0.808
H -3.1417 2.5759 0.7762 0.671 0.102 -0.078
C 4.1851 0.4850 -1.0411 0.104 0.281 0.217
C 2.1064 -0.6223 -2.5541 -0.074 -0.793 0.040
H -0.7374 -0.4007 -3.2690 0.032 -0.382 -1.633
H -0.5573 -1.3819 -4.4419 -0.262 -2.084 -0.306
H -4.4412 -1.1536 -2.9737 0.377 -0.348 0.446
H -5.3710 -0.1565 -3.6029 0.015 -0.196 -0.194
H 0.1048 2.3533 3.3753 -0.372 -0.200 0.642
H -1.0742 -4.3124 -0.1710 0.096 0.461 -0.026
H -4.2176 1.3925 2.2949 0.192 -0.157 0.244
H -3.4741 0.3979 3.5639 0.204 0.060 -0.153
H -2.8460 2.0312 3.2451 -0.059 -0.227 -0.109
H -3.7891 -1.2695 1.4388 0.199 0.179 -0.212
H -2.7357 -1.3082 -0.0290 0.096 -0.031 0.456
H -2.1321 -1.9077 1.5253 -0.162 0.135 -0.356
H 3.0110 -0.6103 -3.1861 -0.585 0.311 0.036
H 2.0069 -1.6724 -2.2258 -0.269 0.403 0.002
H 1.1968 -0.2977 -3.0825 0.574 -0.318 -0.060
H 4.5560 0.3959 -2.0698 0.099 0.147 0.366
H 4.5355 1.4151 -0.5760 -0.043 -0.280 -0.071
H 4.5224 -0.3730 -0.4454 -0.083 0.215 -0.179
C 1.7034 -0.1356 0.3711 0.494 -1.802 1.550
C 1.7921 -1.0262 1.2567 0.314 1.835 -2.898
C 2.0479 -1.9537 2.2689 -0.040 -1.315 1.360
C 3.0663 -2.9218 2.0996 -0.064 0.163 0.105
C 3.4157 -3.7769 3.1445 -0.223 0.189 0.071
C 2.7165 -3.7210 4.3608 0.046 0.314 -0.375
C 1.6827 -2.7879 4.5279 0.042 -0.089 -0.020
C 1.3341 -1.9231 3.4922 0.317 0.032 -0.217
H 3.5838 -2.9826 1.1369 -0.193 0.028 0.403
H 4.2431 -4.4778 3.0038 -0.399 0.168 0.083
H 2.9864 -4.3942 5.1784 -0.104 0.256 -0.284
H 1.1604 -2.7245 5.4878 0.132 -0.077 -0.436
H 0.5259 -1.1913 3.6035 0.336 -0.309 0.086
```
Positions in Å, forces in eV/Å.

Results
HOMO (alpha / beta) = -3.87 / -3.87 eV
Energy above the lowest of the compared OMol25 structures with the same formula, charge and spin = 173.3 kJ/mol

=====

(3)
Here is a molecular structure, C24H26N4SiZn from OMol25. Energies are from wB97M-V/def2-TZVPD.

```
56
Properties=species:S:1:pos:R:3:forces:R:3
C 0.6067 -1.0953 1.5447 0.385 0.398 -0.166
C 2.0098 -0.8843 1.4081 -0.349 0.804 0.110
C 2.2777 0.4847 1.6968 -0.810 -0.247 0.057
H 2.7692 -1.6179 1.1375 -0.223 0.131 0.098
C 1.0419 1.1182 2.0246 0.007 -0.671 -0.340
C 0.0083 0.1397 1.9286 0.444 -0.084 -0.336
H -1.0542 0.2943 2.1232 0.217 -0.022 0.044
H 0.0992 -2.0460 1.3837 0.027 0.216 0.113
H 3.2488 0.9697 1.6788 -0.106 -0.119 0.023
H 0.8964 2.1561 2.3203 0.132 -0.139 0.033
Zn -0.2553 0.6736 -2.3801 2.040 -0.980 0.782
C 2.6572 -0.5684 -4.5663 -0.851 -0.061 -0.438
H 2.7452 0.5188 -4.5704 0.043 -0.018 -0.217
H 1.9724 -0.9100 -5.3428 0.019 0.243 -0.312
H 3.6376 -1.0027 -4.7738 -0.103 -0.027 0.294
Si 2.0206 -1.0687 -2.8926 -0.330 -0.865 0.574
C 1.5476 -2.8865 -2.6635 0.428 0.173 -0.531
C 1.6351 -3.3752 -1.3592 -0.213 -0.523 0.110
H 2.0118 -2.7415 -0.5414 -0.125 -0.322 -0.494
C 1.1812 -4.6669 -1.0776 -0.183 -0.133 -0.343
H 1.2186 -5.0330 -0.0518 0.035 -0.026 -0.259
C 0.6502 -5.4670 -2.1026 -0.051 0.275 0.129
H 0.3069 -6.4842 -1.8799 0.127 0.438 -0.101
C 0.5109 -4.9490 -3.4006 0.118 0.241 0.152
H 0.0340 -5.5471 -4.1782 0.192 0.060 0.169
C 0.9586 -3.6527 -3.6891 0.001 -0.434 0.804
H 0.8240 -3.2368 -4.6932 0.121 -0.141 0.281
C 3.5865 -0.8351 -1.8797 0.004 0.598 0.306
C 4.5663 -1.8334 -1.7600 0.451 0.353 0.501
H 4.3978 -2.8457 -2.1413 -0.056 0.350 0.178
C 5.7933 -1.5344 -1.1328 -0.262 0.394 -0.298
H 6.5654 -2.2983 -1.0289 -0.256 0.136 -0.048
C 6.0552 -0.2311 -0.6826 -0.373 -0.134 -0.155
H 7.0224 0.0242 -0.2474 -0.267 -0.176 -0.020
C 5.0774 0.7616 -0.8180 0.223 -0.202 -0.262
H 5.2709 1.7803 -0.4809 0.008 -0.271 0.001
C 3.8603 0.4644 -1.4257 0.480 -0.194 0.377
H 3.1173 1.2631 -1.5136 0.206 -0.432 0.041
H 1.4545 0.3645 -2.2985 0.706 2.968 0.372
H 0.4334 -0.8657 -2.7283 -1.110 -1.972 -1.066
N -3.3810 2.3764 -0.5302 0.453 -0.174 -0.439
C -2.5271 3.1275 0.2710 0.268 -0.486 -0.477
C -1.2489 2.7674 -0.0767 -0.352 -0.029 -0.391
N -1.3060 1.8520 -1.1146 -1.508 -0.157 0.140
C -2.6057 1.6138 -1.3557 0.225 1.127 1.058
C -3.0150 0.5996 -2.3030 0.134 -1.140 -1.121
N -2.0753 -0.1352 -2.9240 -1.568 0.883 0.502
C -2.7414 -1.0927 -3.6630 -0.233 0.743 0.246
C -4.0925 -0.8950 -3.5462 0.639 0.304 0.416
N -4.2562 0.1728 -2.6665 0.647 0.278 0.107
H -4.3957 2.4492 -0.5625 0.570 -0.054 0.179
H -2.8927 3.8338 0.9977 0.017 -0.141 -0.021
H -0.3102 3.0954 0.3514 -0.135 -0.208 -0.121
H -2.2041 -1.8452 -4.2080 0.049 -0.043 -0.108
H -4.9134 -1.4132 -3.9997 -0.163 -0.022 0.065
H -5.1179 0.6280 -2.3828 0.206 -0.466 -0.200
```
Positions in Å, forces in eV/Å.

Results
HOMO = -5.07 eV

=====

(4)
Here is 10 unconnected molecules or ions with the total composition C40H80N10O14P2 from OMol25. Energies are from wB97M-V/def2-TZVPD.

```
146
Properties=species:S:1:pos:R:3:forces:R:3
C 3.2924 -2.9675 -2.7863 1.593 1.742 1.722
C 4.6148 -3.4863 -2.3240 0.508 -0.691 2.324
O 4.7414 -4.7600 -2.9731 1.725 0.489 1.200
C 3.9189 -4.7911 -3.9780 -1.111 -2.579 -1.404
O 3.7946 -5.7756 -4.6971 -0.055 2.723 0.891
O 3.2105 -3.6432 -3.9714 -2.434 -0.573 -2.979
H 3.3708 -1.8830 -2.8630 -0.153 0.024 -0.945
H 2.5537 -3.0509 -1.9891 -0.755 -1.103 -0.674
H 4.5374 -3.7473 -1.2686 0.494 0.311 0.147
H 5.4580 -2.8157 -2.4893 0.109 -0.317 -0.345
C -1.8925 4.7117 1.5602 -1.174 1.491 0.525
C -0.8005 3.7284 1.6157 1.981 -0.696 -1.962
O 0.3491 4.4474 1.1212 1.258 2.636 0.444
C 0.0808 5.7964 1.2158 4.004 1.678 1.694
O 0.8654 6.7478 1.3999 -0.986 -3.083 -1.399
O -1.1714 6.0164 1.2862 -4.587 -1.473 0.325
H -2.4367 4.7700 2.5029 0.430 0.587 0.297
H -2.6983 4.4711 0.8668 0.638 0.528 -0.716
H -0.8052 3.0790 0.7403 -1.079 -1.357 1.017
H -0.5113 3.3236 2.5855 -0.460 -0.377 -0.255
C -0.2931 -6.3129 4.1964 0.479 0.709 -1.248
C -1.5211 -6.6338 4.9979 0.441 -0.605 -0.123
O -0.9127 -6.8612 6.2195 -0.068 -0.543 3.841
C 0.4356 -6.7872 6.2612 0.310 0.208 0.219
O 1.1766 -6.9950 7.1726 -0.923 -0.275 0.545
O 0.8952 -6.4067 5.0883 -1.766 0.278 -2.658
H -0.4981 -5.2781 3.9219 1.103 0.026 -0.566
H -0.1986 -6.9815 3.3408 0.507 0.312 0.010
H -2.0519 -7.5577 4.7683 -0.045 0.137 -0.496
H -2.1994 -5.7805 4.9858 -0.127 -0.157 0.408
C -2.2387 -0.9598 4.3913 0.027 2.147 0.739
C -3.6821 -1.0066 4.8032 -0.841 2.467 1.589
O -4.0807 -2.2700 4.4153 -1.198 -1.490 0.648
C -3.1282 -2.7929 3.6847 -1.101 -5.454 -4.617
O -3.1982 -3.9129 3.0757 0.259 3.772 2.877
O -2.2094 -1.9139 3.4042 1.590 -1.115 -1.176
H -1.5894 -1.2633 5.2125 0.291 0.310 0.019
H -1.9732 -0.0246 3.8984 0.398 0.126 0.550
H -4.3319 -0.2261 4.4073 0.201 -0.282 -0.992
H -3.8997 -0.8222 5.8552 0.606 -0.632 0.412
C -3.2047 1.4051 -4.2284 0.509 1.078 -0.142
C -2.8214 2.7525 -4.8484 -0.646 0.955 1.168
C -3.5950 3.9347 -4.0838 -0.560 -1.104 -2.683
C -3.2925 4.0576 -2.6973 1.341 1.101 5.962
N -3.1159 4.1678 -1.5159 -0.708 -0.630 -5.375
H -2.8027 0.6234 -4.8730 -0.114 -0.326 0.494
H -4.2789 1.3226 -4.0632 -0.011 -0.197 -0.331
H -2.7507 1.4594 -3.2390 0.087 -0.802 0.090
H -2.9334 2.7881 -5.9320 -0.585 0.245 0.091
H -1.7659 2.9743 -4.6903 0.140 -0.233 0.078
H -4.6770 3.8048 -4.1038 -0.248 -0.723 -0.029
H -3.5610 4.8148 -4.7260 0.815 0.578 0.686
C -5.1809 -4.8346 -1.6333 1.380 -0.207 -0.784
C -3.8723 -4.4374 -2.4423 -1.204 1.501 1.665
C -3.9754 -3.0926 -3.2025 -1.590 0.653 -0.033
C -4.6676 -1.9160 -2.5449 3.066 -4.163 -1.009
N -5.1476 -1.0372 -2.0422 -1.790 3.033 1.519
H -6.0833 -4.8801 -2.2429 0.124 -0.236 -0.136
H -5.4073 -4.2028 -0.7744 0.351 0.279 -0.174
H -4.8920 -5.8082 -1.2374 -0.642 -0.207 0.085
H -3.5048 -5.2404 -3.0811 -0.274 0.192 -0.166
H -3.1253 -4.2699 -1.6664 0.259 -0.248 -0.016
H -4.7211 -3.1670 -3.9940 0.515 -0.644 -0.838
H -3.0107 -2.7609 -3.5865 -0.135 0.044 -0.126
C 0.8343 0.5052 5.9403 -0.264 1.110 0.092
C 2.1909 1.1396 6.2090 -0.984 -0.143 0.793
C 3.0190 0.2315 7.1671 0.494 0.427 -0.805
C 3.4591 -1.0256 6.5533 2.904 -5.477 -3.211
N 3.8787 -2.0483 6.0428 -2.528 5.815 2.926
H 0.1744 0.4627 6.8068 0.338 -0.454 0.352
H 0.9839 -0.4728 5.4830 -0.418 0.134 -0.108
H 0.3136 1.2315 5.3162 -0.193 -0.531 -0.698
H 2.0846 2.1362 6.6376 -0.236 -0.129 0.724
H 2.5432 1.4624 5.2293 1.147 -0.968 -0.013
H 2.5053 -0.1247 8.0600 -0.648 0.587 -0.017
H 3.8685 0.8104 7.5296 0.354 -0.323 -0.053
C -5.7138 1.1153 2.5076 0.755 -0.382 -1.110
C -4.7865 1.8319 1.5400 0.778 0.933 -1.203
C -5.1004 1.6358 -0.0028 -1.190 1.223 0.796
C -6.4839 2.0777 -0.3136 -4.199 -0.170 -0.221
N -7.5983 2.4321 -0.5240 4.074 -1.073 0.681
H -6.7559 1.3792 2.3275 0.039 -0.042 0.260
H -5.3857 1.2731 3.5350 -0.316 0.159 -0.065
H -5.5243 0.0769 2.2358 -0.630 -0.425 0.472
H -3.7585 1.4815 1.6322 0.010 -0.307 0.287
H -4.6813 2.8885 1.7862 -0.399 0.244 -0.214
H -4.8303 0.6325 -0.3321 -0.577 0.069 -0.151
H -4.6805 2.3686 -0.6919 1.542 -0.061 0.461
O -0.0689 0.6236 2.2395 0.965 -1.631 -0.485
P 0.4907 -0.4123 1.2943 -0.355 -0.741 -1.235
N -0.7898 -1.0677 0.3849 0.624 0.774 0.556
C -1.9603 -0.2871 -0.0462 1.060 -1.277 1.304
C -0.5756 -2.2630 -0.4143 0.750 0.389 -0.094
N 1.2236 -1.9015 1.8296 -0.119 1.575 -0.290
C 1.2933 -2.2356 3.2712 -0.752 0.817 -1.072
C 2.1173 -2.6923 0.9692 0.749 0.012 0.728
N 1.6272 0.2423 0.1645 0.221 -1.513 0.216
C 3.0661 0.4056 0.5105 -1.037 -0.116 0.051
C 1.1592 1.0565 -0.9376 -0.129 1.167 0.099
H -2.6852 -1.1010 -0.0358 -0.779 0.629 -0.850
H -1.6903 0.1698 -0.9983 -0.966 0.321 -0.126
H -2.2368 0.3724 0.7764 0.139 0.449 -0.430
H -1.3705 -2.4829 -1.1269 -0.417 0.199 0.444
H -0.3875 -3.1188 0.2341 -0.082 -0.116 -0.187
H 0.2810 -2.0718 -1.0606 0.312 -0.377 -0.224
H 0.4294 -1.7848 3.7596 -0.277 -0.375 -0.073
H 1.2307 -3.3238 3.2592 0.296 0.095 0.851
H 2.1299 -1.7638 3.7866 0.550 -0.650 -0.110
H 1.7874 -2.8454 -0.0584 0.104 0.542 0.253
H 3.1515 -2.3577 1.0505 0.180 0.652 -0.600
H 2.3044 -3.6979 1.3461 -0.945 -0.281 0.488
H 3.7067 -0.4352 0.2445 -0.280 -0.471 0.077
H 3.4969 1.2171 -0.0760 -0.254 0.437 0.403
H 3.1076 0.5682 1.5876 0.557 0.263 -0.052
H 1.9541 1.4039 -1.5977 0.345 -0.681 0.006
H 0.8021 2.0155 -0.5623 -0.473 0.264 0.260
H 0.3762 0.6651 -1.5871 0.021 -0.560 0.250
O 2.7462 1.0880 -4.6117 0.825 2.157 0.266
P 3.4876 2.3134 -4.1241 -0.013 -1.327 0.437
N 2.5373 3.2900 -3.0364 2.074 -0.542 0.093
C 1.0782 3.5068 -3.2007 1.693 -0.039 0.370
C 3.1429 4.2444 -2.0277 0.480 -0.844 -1.453
N 3.9863 3.4240 -5.3679 -0.527 -0.488 -0.564
C 3.9334 3.0402 -6.7921 0.146 -3.266 1.190
C 4.1774 4.8163 -5.1132 -0.581 0.010 2.095
N 4.9214 1.6524 -3.2903 0.405 1.183 -0.581
C 6.0245 2.5020 -2.6977 -1.523 -0.639 0.220
C 5.1995 0.1843 -3.0647 -0.165 1.349 -0.223
H 0.6361 3.1776 -2.2604 -0.534 0.139 -0.234
H 0.6788 2.9610 -4.0556 0.050 0.166 0.067
H 1.0519 4.5938 -3.2770 -1.072 -0.002 -0.350
H 4.1126 4.5796 -2.3955 0.025 0.152 -0.124
H 3.3903 3.8282 -1.0511 -0.708 -0.253 0.137
H 2.5130 5.1319 -1.9667 -0.050 -0.141 0.273
H 4.8282 2.4330 -6.9289 0.090 -0.161 -0.635
H 3.1000 2.3381 -6.7658 -0.024 -0.223 -0.924
H 3.8492 3.6520 -7.6903 -0.192 1.182 0.988
H 3.2828 5.1403 -4.5813 -0.162 0.758 -0.088
H 4.9558 4.8496 -4.3510 0.522 1.040 -0.350
H 4.3276 5.4548 -5.9838 0.290 -0.430 0.067
H 6.2367 3.4295 -3.2296 -0.094 -0.180 -0.278
H 5.7223 2.7586 -1.6824 0.167 0.270 0.205
H 6.9280 1.9021 -2.5893 0.005 0.128 -0.375
H 6.2656 0.0081 -2.9217 0.319 0.560 -0.436
H 4.9305 -0.4012 -3.9439 -0.597 -0.085 0.404
H 4.8436 -0.1400 -2.0868 -0.875 -0.323 -0.215
```
Positions in Å, forces in eV/Å.

Results
Multiplicity = 2
HOMO (alpha / beta) = 0.40 / -6.85 eV
Charge = -1

=====

Values for total energy, eV, ordered as above
-22383.7798, -49036.4676, -87560.5044, -104915.3117
Values for max |F|, Eh/bohr, ordered as above
0.1358, 0.0670, 0.0598, 0.1406